1.
This record from the OMol25 dataset describes the molecule C5H7NO. The level of theory is ωB97M-V with the def2-TZVPD basis set.

Structure (ORCA input):
```
! RIJCOSX wB97M-V def2-TZVPD def2/J DEFGRID3
* xyz 0 1
O 1.493 1.731 -1.435
C 1.332 0.940 -0.584
C -1.136 1.077 -0.932
N -1.247 0.601 0.236
C -0.981 -0.820 0.342
C 0.440 -0.964 0.917
C 1.384 0.105 0.428
H -1.117 2.154 -1.082
H -1.017 0.448 -1.826
H -1.045 -1.319 -0.639
H -1.709 -1.287 1.014
H 0.858 -1.945 0.651
H 0.391 -0.930 2.011
H 2.354 0.207 0.898
*
```

Calculated values
SMILES string: C=NCCC=C=O
Relative energy (zero: lowest compared OMol25 entry of this formula, charge and spin) (kcal per mole): 53.62
Kohn-Sham gap (hartree): 0.352
Total energy (eV): -8833.87786
Maximum force (eV/A): 0.918

=====

2.
This record from the OMol25 dataset describes C8H24B2O28 as an isolated structure. The level of theory is ωB97M-V with the def2-TZVPD basis set.

Structure (ORCA input):
```
! RIJCOSX wB97M-V def2-TZVPD def2/J DEFGRID3
* xyz -2 1
O 18.846 -44.393 -3.866
C 19.637 -43.488 -4.080
O 19.398 -42.567 -4.881
B 20.637 -41.973 -5.151
O 21.577 -42.516 -4.156
C 20.892 -43.271 -3.375
O 21.437 -43.854 -2.547
O 20.717 -40.542 -5.193
C 21.068 -40.195 -6.347
O 20.960 -39.011 -6.725
C 21.372 -41.304 -7.149
O 21.119 -42.354 -6.477
O 21.555 -41.245 -8.336
O 24.885 -42.559 -7.688
C 24.782 -43.344 -6.687
O 24.563 -44.568 -6.808
B 23.881 -44.961 -5.542
O 24.149 -43.816 -4.677
C 24.644 -42.974 -5.410
O 24.468 -41.761 -5.102
O 24.373 -46.202 -5.011
C 23.461 -47.005 -5.093
O 23.571 -48.243 -4.871
C 22.246 -46.360 -5.337
O 22.456 -45.221 -5.749
O 21.187 -46.911 -5.536
O 26.577 -49.392 -6.729
H 25.812 -49.249 -6.195
H 27.389 -49.443 -6.238
O 24.398 -39.964 -7.821
H 24.933 -39.361 -8.394
H 24.630 -40.822 -8.069
O 26.513 -45.722 -8.675
H 26.817 -45.093 -9.205
H 25.799 -45.367 -8.271
O 22.744 -50.390 -3.180
H 21.957 -49.981 -2.881
H 23.043 -49.810 -3.903
O 25.825 -38.891 -5.592
H 25.336 -39.190 -4.830
H 25.551 -39.328 -6.483
O 27.627 -42.599 -8.402
H 28.079 -42.925 -9.173
H 26.780 -42.476 -8.663
O 23.669 -41.740 -1.841
H 24.382 -41.404 -2.192
H 23.454 -42.123 -2.618
O 19.203 -45.424 -6.687
H 20.108 -45.757 -6.495
H 18.774 -46.161 -7.371
O 23.544 -39.305 -4.009
H 22.741 -39.210 -3.635
H 23.686 -40.170 -4.412
O 26.748 -48.517 -3.831
H 26.027 -47.978 -4.197
H 26.321 -49.310 -3.978
O 19.408 -49.211 -4.759
H 19.622 -48.427 -4.648
H 18.407 -49.107 -4.862
O 23.298 -43.540 -10.079
H 23.793 -43.389 -9.261
H 22.824 -44.338 -9.928
*
```

Calculated values
Relative energy (zero: lowest compared OMol25 entry of this formula, charge and spin) (kcal per mole): 219.66
Kohn-Sham gap (hartree): 0.307
Total energy (eV): -67376.15355
Maximum force (eV/A): 12.892

=====

3.
This record from the OMol25 dataset describes C9H18F6N6NaO5S2 as an isolated structure. The level of theory is ωB97M-V with the def2-TZVPD basis set.

Structure (ORCA input):
```
! RIJCOSX wB97M-V def2-TZVPD def2/J DEFGRID3
* xyz -1 1
Na -0.171 0.000 0.164
N -2.307 1.150 -0.458
C -2.239 1.998 -1.633
C -0.952 2.815 -1.650
N 0.264 2.014 -1.701
C 1.431 2.782 -1.285
C 2.618 1.910 -0.891
N 2.211 0.950 0.130
C 0.469 1.320 -2.964
C 0.830 -0.156 -2.814
N -0.283 -0.893 -2.224
H -3.109 0.535 -0.455
H -2.306 1.669 0.414
H -3.073 2.710 -1.722
H -2.287 1.357 -2.518
H -0.906 3.399 -0.727
H -1.007 3.531 -2.491
H 1.145 3.362 -0.408
H 1.753 3.480 -2.081
H 3.420 2.586 -0.564
H 3.005 1.376 -1.766
H 1.845 1.474 0.930
H 2.993 0.399 0.463
H 1.254 1.821 -3.553
H -0.444 1.384 -3.565
H 1.677 -0.255 -2.136
H 1.143 -0.539 -3.797
H -0.015 -1.827 -1.937
H -1.048 -0.980 -2.882
F -0.706 -4.970 1.674
C -1.889 -4.355 1.725
F -2.544 -4.797 2.800
F -2.587 -4.714 0.636
S -1.713 -2.521 1.756
O -0.993 -2.220 0.541
O -3.068 -2.076 1.866
N -0.915 -2.301 3.083
S 0.521 -1.670 3.250
O 1.096 -1.080 2.070
O 0.611 -0.986 4.499
C 1.584 -3.160 3.498
F 1.099 -3.969 4.444
F 2.813 -2.777 3.870
F 1.703 -3.864 2.367
O -1.059 1.104 2.211
C -0.299 2.045 2.033
N 0.439 2.938 1.797
*
```

Calculated values
Relative energy (zero: lowest compared OMol25 entry of this formula, charge and spin) (kcal per mole): 1.32
Kohn-Sham gap (hartree): 0.270
Total energy (eV): -71199.34829
Maximum force (eV/A): 0.173

=====

4.
This record from the OMol25 dataset describes a 10-piece molecular cluster, C38H64O20 overall. The level of theory is ωB97M-V with the def2-TZVPD basis set.

Structure (ORCA input):
```
! RIJCOSX wB97M-V def2-TZVPD def2/J DEFGRID3
* xyz 0 1
C -1.311 12.973 -32.135
O -0.814 11.688 -32.443
C 0.357 11.242 -31.861
O 1.062 11.856 -31.057
O 0.621 9.942 -32.287
C 1.468 9.030 -31.643
H -2.396 12.964 -32.235
H -0.931 13.795 -32.742
H -0.961 13.248 -31.140
H 2.386 9.189 -32.209
H 1.192 8.003 -31.882
H 1.566 9.118 -30.561
C -4.382 22.994 -31.552
O -4.883 21.616 -31.443
C -4.008 20.579 -31.167
O -2.823 20.744 -31.201
O -4.605 19.391 -31.033
C -3.899 18.233 -30.911
H -4.097 23.306 -30.547
H -5.189 23.599 -31.964
H -3.539 23.215 -32.206
H -3.273 18.233 -31.803
H -4.555 17.367 -30.817
H -3.242 18.237 -30.041
C 2.596 10.618 -26.546
C 3.098 11.561 -25.507
C 4.592 11.410 -25.613
O 4.791 10.031 -25.836
C 3.592 9.474 -26.393
H 2.636 11.210 -27.461
H 1.537 10.397 -26.412
H 2.788 11.233 -24.515
H 2.738 12.568 -25.718
H 5.085 11.637 -24.668
H 5.035 12.006 -26.411
H 3.100 8.790 -25.701
H 3.737 9.184 -27.434
C 4.899 13.903 -31.713
C 3.645 14.680 -32.060
C 3.500 15.347 -30.793
O 4.781 15.792 -30.367
C 5.756 14.995 -31.077
H 5.275 13.324 -32.556
H 4.703 13.132 -30.968
H 2.793 14.081 -32.382
H 3.796 15.369 -32.890
H 2.966 14.734 -30.067
H 2.907 16.255 -30.904
H 6.596 14.705 -30.445
H 6.120 15.554 -31.939
O 2.557 18.060 -25.283
C 3.150 18.486 -24.305
O 4.120 19.440 -24.466
C 4.711 19.741 -23.234
C 3.742 19.377 -22.182
C 3.056 18.127 -22.836
H 5.010 20.786 -23.151
H 5.676 19.236 -23.260
H 2.920 20.081 -22.050
H 4.084 19.033 -21.206
H 2.027 17.891 -22.565
H 3.625 17.202 -22.735
O 3.218 22.961 -28.864
C 2.439 21.996 -28.962
O 2.711 20.809 -28.448
C 1.633 19.893 -28.495
C 0.406 20.878 -28.740
C 0.966 22.098 -29.407
H 1.426 19.364 -27.565
H 1.601 19.117 -29.259
H -0.115 20.941 -27.785
H -0.408 20.518 -29.369
H 0.462 22.946 -28.944
H 0.758 22.019 -30.474
O 0.560 13.872 -24.369
C 0.801 14.083 -23.128
O 1.835 14.945 -22.764
C 2.055 14.761 -21.357
C 1.198 13.633 -20.821
C 0.297 13.263 -21.976
H 1.906 15.656 -20.752
H 3.095 14.519 -21.138
H 0.661 13.887 -19.907
H 1.852 12.802 -20.557
H -0.678 13.646 -21.673
H 0.152 12.223 -22.268
O -3.401 15.251 -22.680
C -3.779 14.174 -23.192
O -5.067 13.885 -23.263
C -5.122 12.482 -23.561
C -3.894 12.227 -24.249
C -2.846 13.047 -23.612
H -6.090 12.214 -23.986
H -5.044 11.970 -22.602
H -3.913 12.469 -25.311
H -3.671 11.160 -24.240
H -1.933 13.260 -24.168
H -2.534 12.460 -22.749
O 7.674 18.685 -26.508
C 6.897 17.822 -26.391
O 6.516 17.305 -25.214
C 5.567 16.221 -25.467
C 5.166 16.319 -26.954
C 6.350 17.133 -27.607
H 4.717 16.568 -24.880
H 6.117 15.305 -25.251
H 4.230 16.830 -27.181
H 5.110 15.364 -27.476
H 5.895 17.866 -28.271
H 7.083 16.511 -28.122
O -2.169 16.069 -29.012
C -1.170 15.798 -28.396
O -0.306 16.795 -28.011
C 0.652 16.336 -27.096
C 0.822 14.844 -27.553
C -0.563 14.493 -27.777
H 0.314 16.399 -26.062
H 1.583 16.904 -27.092
H 1.401 14.134 -26.964
H 1.323 14.900 -28.519
H -1.076 14.206 -26.859
H -0.913 13.782 -28.525
*
```

Calculated values
SMILES string: COC(=O)OC.COC(=O)OC.O=C1CCCO1.O=C1CCCO1.O=C1CCCO1.O=C1CCCO1.O=C1CCCO1.O=C1CCCO1.C1CCOC1.C1CCOC1
Relative energy (zero: lowest compared OMol25 entry of this formula, charge and spin) (kcal per mole): 88.16
Kohn-Sham gap (hartree): 0.350
Total energy (eV): -81389.40674
Maximum force (eV/A): 6.355

=====

5.
This record from the OMol25 dataset describes the molecule C5H6OS. The level of theory is ωB97M-V with the def2-TZVPD basis set.

Structure (ORCA input):
```
! RIJCOSX wB97M-V def2-TZVPD def2/J DEFGRID3
* xyz 0 1
C -2.454 1.028 -0.527
C -2.621 -0.080 0.148
C -0.330 -0.853 0.161
C 0.099 0.387 0.604
C 1.531 0.723 0.361
H -3.368 1.770 -0.499
H -1.714 1.340 -1.262
H -3.450 -0.653 0.726
H 0.292 -1.665 -0.196
H -0.585 1.065 1.246
H 1.730 1.821 0.639
O -1.665 -1.108 -0.096
S 2.692 -0.127 -0.272
*
```

Calculated values
SMILES string: C=CO/C=C/C=S
Relative energy (zero: lowest compared OMol25 entry of this formula, charge and spin) (kcal per mole): 75.62
Kohn-Sham gap (hartree): 0.297
Total energy (eV): -18161.35867
Maximum force (eV/A): 4.999

=====

6.
This record from the OMol25 dataset describes a 3-piece molecular cluster, C19H40Cl2FO7PS2 overall. The level of theory is ωB97M-V with the def2-TZVPD basis set.

Structure (ORCA input):
```
! RIJCOSX wB97M-V def2-TZVPD def2/J DEFGRID3
* xyz 0 1
C -4.437 -4.514 0.622
O -3.475 -4.171 1.693
C -3.230 -2.709 1.745
C -3.162 -2.211 3.318
C -2.444 -0.737 3.371
C -0.798 -0.988 3.212
C -0.229 0.315 2.389
C 1.325 0.132 1.853
C 1.539 1.334 0.711
C 2.375 0.835 -0.608
O 1.862 -0.381 -1.254
P 1.174 -0.073 -2.822
O 2.059 0.912 -3.736
O 1.217 -1.627 -3.682
C 0.090 -2.477 -3.270
C -0.987 -2.483 -4.551
C -2.497 -2.329 -3.911
F -3.435 -3.051 -4.818
O -0.517 0.385 -2.782
C -0.724 1.659 -2.076
Cl 0.221 3.238 -2.354
C -1.848 1.671 -1.056
C -2.262 3.027 -0.184
Cl -2.883 0.133 -0.682
H -3.924 -4.721 -0.418
H -5.305 -3.707 0.496
H -4.988 -5.506 0.973
H -4.013 -2.073 1.142
H -2.185 -2.539 1.197
H -4.256 -2.167 3.737
H -2.490 -2.948 3.931
H -2.709 -0.124 4.332
H -2.807 -0.074 2.451
H -0.633 -2.014 2.663
H -0.315 -0.989 4.284
H -0.900 0.443 1.413
H -0.271 1.327 2.976
H 2.132 0.179 2.708
H 1.417 -0.936 1.362
H 0.516 1.821 0.417
H 2.196 2.156 1.275
H 2.504 1.761 -1.311
H 3.472 0.567 -0.220
H -0.409 -2.175 -2.256
H 0.513 -3.593 -3.243
H -0.885 -3.473 -5.208
H -0.793 -1.566 -5.269
H -2.515 -2.748 -2.818
H -2.812 -1.193 -3.921
H -2.972 2.762 0.714
H -1.229 3.457 0.227
H -2.724 3.787 -0.950
C 3.104 8.206 -2.814
S 1.716 7.047 -2.836
O 1.933 6.061 -1.725
C 2.173 6.230 -4.383
H 3.043 8.803 -1.901
H 4.049 7.658 -2.825
H 3.043 8.867 -3.681
H 3.174 5.802 -4.299
H 2.141 6.953 -5.202
H 1.453 5.431 -4.580
C 3.387 -3.450 5.574
S 3.209 -2.218 4.262
O 1.820 -1.658 4.354
C 3.231 -3.395 2.889
H 3.361 -2.937 6.538
H 2.566 -4.170 5.525
H 4.344 -3.965 5.465
H 2.419 -4.118 3.003
H 4.193 -3.911 2.865
H 3.095 -2.842 1.955
*
```

Calculated values
Kohn-Sham gap (hartree): 0.343
Total energy (eV): -93396.21967
Maximum force (eV/A): 6.643

=====

7.
This record from the OMol25 dataset describes a 2-piece molecular cluster, C4H12O overall. The level of theory is ωB97M-V with the def2-TZVPD basis set.

Structure (ORCA input):
```
! RIJCOSX wB97M-V def2-TZVPD def2/J DEFGRID3
* xyz 0 1
C 0.717 0.514 -1.269
C 2.255 0.415 -1.252
O 0.350 1.501 -0.216
H 0.477 0.942 -2.283
H 0.229 -0.469 -0.978
H 2.821 0.916 -0.423
H 0.860 2.215 -0.377
H 2.654 0.822 -2.085
H 2.576 -0.530 -1.300
C -1.721 -1.399 0.946
C -1.408 -0.104 1.651
H -1.848 -1.395 -0.162
H -1.084 -2.300 1.190
H -2.787 -1.668 1.187
H -0.805 0.521 1.014
H -0.928 -0.324 2.492
H -2.357 0.344 1.867
*
```

Calculated values
SMILES string: CCO.CC
Relative energy (zero: lowest compared OMol25 entry of this formula, charge and spin) (kcal per mole): 43.64
Kohn-Sham gap (hartree): 0.421
Total energy (eV): -6388.22867
Maximum force (eV/A): 5.293